Record 1
Density functional theory data (ωB97M-V/def2-TZVPD) for one molecule with the formula C2H4N2O at a distorted geometry.

## Properties
**Energy above the lowest of the compared OMol25 structures with the same formula, charge and spin**: 112.8 kcal/mol
**Max |F|**: 2.942 eV/Å
**HOMO level**: -0.3272 Eh
**SMILES**: N[C@@]12CN1O2

Cartesian coordinates (Å):
H: -1.0516 0.1754 1.7978
N: -0.0682 -0.6032 -1.2184
N: -0.6799 -0.4724 1.1136
C: -0.2225 0.1559 -0.0420
H: 1.3684 1.1867 -1.1153
O: -1.1070 0.3382 -1.2795
H: -1.3332 -1.2183 0.9030
C: 1.1515 0.4256 -0.3845
H: 1.9426 0.0121 0.2254

natural (NBO) atomic charge list, values in e, 5 entries:
1 H 0.38
2 N -0.11
3 N -0.82
4 C 0.37
5 H 0.23


Record 2
Density functional theory data (ωB97M-V/def2-TZVPD) for C2H4N2O as an isolated structure at a distorted geometry.

## Properties
**Energy above the lowest of the compared OMol25 structures with the same formula, charge and spin**: 97.3 kcal/mol
**Max |F|**: 3.763 eV/Å
**HOMO level**: -0.3368 Eh

Cartesian coordinates (Å):
H: 1.4481 -0.8154 -0.8508
N: -0.5137 1.1299 -0.2102
N: -0.5960 -0.1390 -0.7021
H: -2.2054 -0.0948 0.2147
C: 0.6822 -0.5223 -0.1306
C: 0.6825 0.9364 0.2037
O: -1.6223 -0.8535 0.0274
H: 0.6761 -1.1785 0.7433
H: 1.4486 1.5372 0.7046

natural (NBO) atomic charge list, values in e, 5 entries:
1 H 0.21
2 N -0.26
3 N -0.01
4 H 0.47
5 C -0.32


Record 3
Density functional theory data (ωB97M-V/def2-TZVPD) for one molecule with the formula C2H4N2O at a distorted geometry.

## Properties
**Energy above the lowest of the compared OMol25 structures with the same formula, charge and spin**: 41.1 kcal/mol
**Max |F|**: 3.219 eV/Å
**HOMO level**: -0.3543 Eh
**SMILES**: C=NNC=O

Cartesian coordinates (Å):
C: 1.3119 -0.0641 0.1178
H: -0.9205 -1.3407 -0.5273
N: 0.4045 0.9210 -0.1071
H: -2.4012 -0.5626 0.2845
O: 2.4697 -0.1136 -0.1410
C: -1.4540 -0.4753 -0.1817
N: -0.9643 0.7166 0.0426
H: 0.6860 1.9051 -0.1549
H: 0.8679 -0.9865 0.6670

natural (NBO) atomic charge list, values in e, 5 entries:
1 C 0.52
2 H 0.17
3 N -0.48
4 H 0.20
5 O -0.56


Record 4
Density functional theory data (ωB97M-V/def2-TZVPD) for C2H4N2O as an isolated structure at a distorted geometry.

## Properties
**Energy above the lowest of the compared OMol25 structures with the same formula, charge and spin**: 67.1 kcal/mol
**Max |F|**: 8.588 eV/Å
**HOMO level**: -0.3558 Eh

Cartesian coordinates (Å):
H: -0.1736 1.5369 1.1814
H: 0.2421 -0.1123 -2.1637
N: 0.5604 -0.8344 0.8894
H: -0.2620 -0.6723 1.8519
H: 0.5514 -1.9674 0.6018
C: 0.0218 -0.2668 -0.1597
N: 0.4905 -0.7365 -1.3469
C: -0.4609 1.1998 -0.0002
O: -0.9698 1.8530 -0.8541

natural (NBO) atomic charge list, values in e, 5 entries:
1 H 0.10
2 H 0.35
3 N -0.76
4 H 0.36
5 H 0.43


Record 5
Density functional theory data (ωB97M-V/def2-TZVPD) for a 2-piece molecular cluster, C2H4N2O overall at a distorted geometry.

## Properties
**Energy above the lowest of the compared OMol25 structures with the same formula, charge and spin**: 74.3 kcal/mol
**Max |F|**: 4.503 eV/Å
**HOMO level**: -0.3866 Eh
**SMILES**: [H]/N=C/C#N.O

Cartesian coordinates (Å):
N: 1.0334 -1.0154 0.3269
H: 1.8204 -1.6657 0.2817
C: -0.0009 -0.9502 -0.3146
H: 1.0908 1.3281 0.2978
O: 0.2199 1.6507 0.3098
C: -1.0785 -0.1168 0.0776
H: -0.4870 2.2276 0.0956
N: -2.1507 0.2996 -0.0498
H: -0.4475 -1.7581 -1.0249

natural (NBO) atomic charge list, values in e, 5 entries:
1 N -0.60
2 H 0.38
3 C 0.05
4 H 0.55
5 O -1.05


Record 6
Density functional theory data (ωB97M-V/def2-TZVPD) for C2H4N2O as an isolated structure at a distorted geometry.

## Properties
**Energy above the lowest of the compared OMol25 structures with the same formula, charge and spin**: 112.7 kcal/mol
**Max |F|**: 3.280 eV/Å
**HOMO level**: -0.3409 Eh

Cartesian coordinates (Å):
H: 0.0114 -1.8335 0.7031
H: 0.5208 -1.4235 -0.9426
C: -0.2686 0.1924 0.1870
O: -1.5935 1.6488 0.0244
H: 1.5239 -0.9456 0.4425
N: -1.5275 0.3896 0.4795
H: 0.6819 1.5726 -0.9312
C: 0.4979 -1.0719 0.0930
N: 0.1538 1.4711 -0.0557

natural (NBO) atomic charge list, values in e, 5 entries:
1 H 0.25
2 H 0.23
3 C 0.27
4 O -0.19
5 H 0.23


Record 7
Density functional theory data (ωB97M-V/def2-TZVPD) for one molecule with the formula C2H4N2O at a distorted geometry.

## Properties
**Energy above the lowest of the compared OMol25 structures with the same formula, charge and spin**: 54.7 kcal/mol
**Max |F|**: 6.076 eV/Å
**Expectation value of S²**: 2.0276
**HOMO level (spin up / spin down)**: -0.2379 / -0.3426 Eh
**2S+1**: 3

Cartesian coordinates (Å):
N: 0.6885 -0.6051 0.8824
O: 0.2147 0.2164 -1.2714
C: 1.1043 -0.3394 -0.6279
N: -0.4216 -0.1901 1.0467
H: -1.6627 1.5140 0.9804
H: 2.1015 0.1513 -0.4212
C: -1.2750 0.5458 0.4405
H: 1.4066 -1.3622 -0.8697
H: -2.1564 0.0693 -0.1598

natural (NBO) atomic charge list, values in e, 5 entries:
1 N -0.15
2 O -0.30
3 C -0.04
4 N -0.12
5 H 0.19


Record 8
Density functional theory data (ωB97M-V/def2-TZVPD) for an isolated ion of composition C2H4N2O2 and charge -2 at a distorted geometry.

## Properties
**Energy above the lowest of the compared OMol25 structures with the same formula, charge and spin**: 16.0 kcal/mol
**Net charge**: -2
**Max |F|**: 4.636 eV/Å
**HOMO level**: 0.0716 Eh
**SMILES**: [O-]CC/N=N/[O-]

Cartesian coordinates (Å):
N: 1.7618 -0.3041 0.3424
H: 0.4315 -0.7255 -1.1696
O: -1.8269 0.4346 -0.4308
N: 2.6138 0.2561 -0.4303
H: 0.3309 -1.6730 0.3734
C: -0.7527 0.6064 0.2861
O: 3.8081 0.4227 0.0735
H: -0.3147 1.6058 0.3933
C: 0.5134 -0.6964 -0.1613
H: -0.8658 0.2537 1.3778

natural (NBO) atomic charge list, values in e, 5 entries:
1 N -0.43
2 H 0.14
3 O -0.95
4 N 0.01
5 H 0.14


Record 9
Density functional theory data (ωB97M-V/def2-TZVPD) for one molecule with the formula C2H4N2O2 at a distorted geometry.

## Properties
**Energy above the lowest of the compared OMol25 structures with the same formula, charge and spin**: 107.3 kcal/mol
**Max |F|**: 3.700 eV/Å
**HOMO level**: -0.3589 Eh
**SMILES**: [H]/N=C/C(O)=N/O

Cartesian coordinates (Å):
C: -0.2895 0.0582 -0.3342
H: 0.5340 -1.6092 -0.4066
O: -0.3696 -1.2514 -0.5572
C: 1.0282 0.6355 0.0858
N: 1.9668 -0.2098 0.3330
N: -1.2341 0.8320 0.0904
H: 0.4340 1.6548 0.4825
O: -2.5177 0.2653 -0.0029
H: 2.8268 0.2844 0.5985
H: -2.3788 -0.6598 -0.2891

natural (NBO) atomic charge list, values in e, 5 entries:
1 C 0.37
2 H 0.52
3 O -0.69
4 C 0.06
5 N -0.66


Record 10
Density functional theory data (ωB97M-V/def2-TZVPD) for one molecule with the formula C2H4N2O2 at a distorted geometry.

## Properties
**Energy above the lowest of the compared OMol25 structures with the same formula, charge and spin**: 152.6 kcal/mol
**Max |F|**: 5.083 eV/Å
**HOMO level**: -0.3997 Eh
**SMILES**: O=[N+]([O-])N1CC1

Cartesian coordinates (Å):
H: -1.6553 1.0453 0.7518
H: -1.3163 -1.3104 0.6556
O: 2.0265 1.1692 -0.1647
N: 0.2996 -0.0285 0.7216
H: -0.6577 1.2861 -0.9319
C: -0.7411 -0.6791 0.0656
N: 1.5314 0.0717 0.0235
H: -0.6421 -1.3493 -0.8730
O: 2.0577 -0.9834 -0.2333
C: -0.9028 0.7784 -0.0151

natural (NBO) atomic charge list, values in e, 5 entries:
1 H 0.23
2 H 0.21
3 O -0.37
4 N -0.25
5 H 0.24